{"formula": "C5", "method": "ωB97M-V/def2-TZVPD", "symbols": ["C", "C", "C", "C", "C"], "xyz": [[-0.509154, -0.621308, -0.258907], [-1.340691, 0.643982, -0.006679], [0.586161, -1.003645, 0.418681], [0.073190, 0.814098, 0.120782], [1.190492, 0.166871, -0.273875]], "forces_ev_per_a": [[-3.74, 0.68, -0.86], [2.31, -1.43, -0.55], [1.38, 0.15, 0.98], [-1.56, 0.84, 1.23], [1.61, -0.24, -0.79]], "multiplicity": 1, "e_above_lowest_kj_mol": 280.9, "homo_energy_ev": -10.25, "orbital_gap_ev": 7.813, "energy_ev": -5172.598}